Entry 1:
The following is a DFT calculation (ωB97M-V/def2-TZVPD) of a 2-piece molecular cluster, CH5N3S overall.

The geometry in XYZ format:
```
10
Properties=species:S:1:pos:R:3:forces:R:3:nbo_charge:R:1
C 0.503 -0.827 0.232 0.738 -0.096 3.606 0.113
H -1.622 0.796 1.805 0.081 -2.438 -3.197 0.393
H -1.906 0.139 -0.444 1.559 -0.048 5.034 0.321
H 1.587 -1.228 0.624 -2.718 0.812 -1.714 0.197
H 1.145 -0.838 -1.565 -1.883 0.318 -0.109 0.389
H 1.401 1.794 -0.416 -1.400 -1.420 -1.341 0.120
N -1.519 -0.059 1.043 -0.694 1.697 -0.873 -0.649
N -0.252 -0.585 1.286 0.035 0.509 -3.665 -0.240
N 0.231 -0.464 -1.167 3.556 -0.619 1.431 -0.755
S 0.431 1.271 -1.399 0.725 1.285 0.829 0.110
```
Positions in Å, forces in eV/Å.

Properties
- ΔE to the lowest compared entry with this formula, charge and spin: 511.9 kJ/mol
- Kohn-Sham gap: 8.77 eV
- HOMO: -8.540 eV

---

Entry 2:
The following is a DFT calculation (ωB97M-V/def2-TZVPD) of C30H31AsCrN4O4S3 as an isolated structure.

The geometry in XYZ format:
```
74
Properties=species:S:1:pos:R:3:forces:R:3:lowdin_charge:R:1
Cr -0.659 1.220 0.116 -1.289 -1.258 0.823 0.461
C -2.913 -0.403 3.339 -0.040 -0.401 -0.296 -0.071
O -2.842 0.677 4.246 0.310 0.416 0.195 -0.079
C -2.275 1.866 3.863 -0.087 -0.063 -0.061 -0.189
C -2.652 2.953 4.633 0.113 -0.164 -0.239 -0.010
C -2.174 4.231 4.376 0.077 0.138 -0.016 -0.104
C -1.282 4.426 3.350 0.059 -0.043 -0.092 -0.064
C -0.873 3.356 2.543 -0.670 -0.462 0.501 -0.178
C 0.134 3.583 1.553 0.373 -0.343 -0.760 -0.050
N 0.415 2.714 0.635 -0.029 1.034 1.206 -0.129
N 1.504 2.884 -0.141 1.245 0.587 -0.830 0.082
C 1.857 1.740 -0.682 -0.062 0.896 0.682 -0.472
O 1.283 0.635 -0.402 -0.666 -0.241 -0.270 -0.184
C 2.972 1.788 -1.649 0.230 -0.095 -0.241 -0.133
C 3.400 3.010 -2.164 -0.068 -0.091 0.096 -0.027
C 4.401 3.052 -3.114 0.080 0.026 -0.070 -0.091
C 4.991 1.878 -3.556 0.047 -0.038 -0.076 -0.105
C 4.568 0.659 -3.051 0.133 -0.021 -0.087 -0.091
C 3.562 0.613 -2.104 -0.189 0.055 0.174 -0.020
C -1.378 2.033 2.769 -0.026 1.221 0.513 -0.305
O -1.016 1.037 2.025 0.197 -0.491 -1.283 -0.250
H -3.575 -1.132 3.809 0.024 0.027 -0.004 0.092
H -1.930 -0.852 3.168 -0.180 0.048 -0.038 0.068
H -3.343 -0.099 2.382 0.083 -0.030 0.003 0.086
H -3.351 2.771 5.435 -0.113 -0.032 0.077 0.114
H -2.517 5.066 4.969 0.001 0.057 0.093 0.093
H -0.893 5.412 3.133 0.027 0.072 0.024 0.104
H 0.710 4.506 1.595 0.177 -0.129 -0.004 0.134
H 2.922 3.909 -1.807 -0.031 0.088 0.018 0.105
H 4.722 4.000 -3.522 0.024 0.081 0.002 0.096
H 5.775 1.910 -4.300 0.055 0.010 -0.059 0.094
H 5.024 -0.256 -3.403 0.029 -0.078 -0.003 0.097
H 3.218 -0.330 -1.707 -0.073 -0.074 0.024 0.104
S -2.734 2.548 -0.020 0.410 -0.037 0.046 0.732
C -3.536 1.100 -0.454 -0.080 -0.022 -0.058 -1.082
S -2.465 -0.237 -0.687 -0.180 -0.526 0.587 0.626
C -4.896 1.008 -0.685 0.960 -0.042 0.216 -0.390
C -5.476 -0.211 -1.053 -0.331 -0.823 -0.250 -0.281
N -5.959 -1.210 -1.365 -0.103 -0.163 -0.054 0.135
C -5.746 2.117 -0.623 -0.412 0.707 0.007 -0.268
N -6.468 3.014 -0.621 -0.159 0.224 0.066 0.137
C -0.688 -3.243 1.773 0.059 0.290 -0.038 -0.307
As 0.257 -1.682 0.972 0.264 -1.097 -0.003 1.204
C 0.011 -2.324 -0.867 0.066 -0.031 -0.046 -0.329
C 2.171 -2.370 1.216 -0.479 0.654 0.070 -0.303
C 2.358 -3.821 1.025 0.033 -0.312 -0.019 -0.330
C 2.698 -4.362 -0.215 0.016 0.131 0.047 -0.069
C 2.843 -5.727 -0.385 0.035 -0.109 -0.081 -0.095
C 2.663 -6.587 0.684 -0.016 -0.116 -0.017 -0.109
C 2.328 -6.069 1.924 0.012 -0.080 0.042 -0.094
C 2.178 -4.706 2.089 0.030 0.131 0.010 -0.076
H -0.343 -4.184 1.347 0.010 0.030 -0.050 0.016
H -1.747 -3.118 1.556 -0.070 0.037 -0.036 0.018
H -0.567 -3.279 2.855 0.044 0.066 0.034 0.016
H 0.469 -3.302 -1.012 -0.006 -0.011 0.022 0.012
H 0.439 -1.601 -1.559 0.071 0.077 -0.027 0.015
H -1.057 -2.406 -1.066 0.001 -0.033 0.044 -0.018
H 2.458 -2.071 2.228 -0.010 0.041 -0.125 0.070
H 2.753 -1.788 0.500 -0.004 0.050 0.063 0.059
H 2.865 -3.698 -1.052 -0.017 0.082 -0.079 0.108
H 3.099 -6.123 -1.359 0.039 -0.005 -0.049 0.098
H 2.787 -7.653 0.555 -0.009 -0.090 -0.025 0.093
H 2.182 -6.733 2.766 -0.001 -0.030 0.059 0.098
H 1.918 -4.306 3.060 -0.029 0.020 0.083 0.110
C -1.400 0.054 -3.838 -0.220 0.361 0.493 -0.222
S -1.715 1.528 -2.792 -0.546 -0.001 -2.700 0.817
C -1.299 2.731 -4.128 -0.186 -0.389 0.653 -0.212
O -0.487 1.627 -1.956 1.076 0.221 1.281 -0.634
H -1.961 0.133 -4.762 -0.127 0.060 -0.119 0.052
H -1.728 -0.808 -3.266 -0.022 -0.052 0.009 0.014
H -0.334 0.001 -4.028 0.170 0.101 -0.025 0.060
H -2.095 2.733 -4.864 -0.133 -0.033 -0.113 0.048
H -0.346 2.463 -4.570 0.131 -0.087 -0.042 0.051
H -1.223 3.706 -3.660 -0.049 0.104 0.119 0.051
```
Positions in Å, forces in eV/Å.

Properties
- ΔE to the lowest compared entry with this formula, charge and spin: 133.9 kJ/mol
- Expectation value of S²: 0.7682
- Kohn-Sham gap (spin up / spin down): 6.93 / 7.10 eV
- Multiplicity: 2
- Total charge: -1
- HOMO (spin up / spin down): -4.865 / -4.916 eV

---

Entry 3:
The following is a DFT calculation (ωB97M-V/def2-TZVPD) of C14H20N2O4S as an isolated structure.

The geometry in XYZ format:
```
41
Properties=species:S:1:pos:R:3:forces:R:3:nbo_charge:R:1
C -0.490 0.247 -0.393 -5.650 -1.417 -0.675 -0.112
C -0.447 0.579 1.088 -0.896 -2.422 1.133 0.686
C -0.196 -1.246 -0.778 3.829 5.256 -1.212 -0.436
C -0.611 -1.403 -2.155 -2.993 -1.494 -3.664 -0.021
C -2.019 -1.388 -2.607 2.240 -3.382 -1.981 -0.222
C 0.305 -1.712 -3.194 2.610 1.731 3.573 -0.180
C -2.385 -2.082 -3.891 1.780 1.081 2.347 -0.234
C -0.064 -2.123 -4.421 2.753 0.308 -2.390 -0.278
C -1.308 -2.541 -4.755 -3.882 1.852 -0.589 0.244
C -0.338 2.206 2.595 -0.595 0.160 3.482 -0.194
C -1.026 3.593 2.772 0.113 0.344 -4.949 0.774
C 1.013 2.013 3.449 2.662 -0.713 -1.833 -0.418
C 1.892 0.620 3.291 -5.388 -1.686 0.445 -0.521
C 2.910 -1.749 2.098 -4.279 2.308 0.041 -0.646
H 0.892 1.248 -1.451 1.875 0.278 -1.264 0.371
H -0.847 1.810 -2.237 3.690 -2.803 4.092 0.435
H -1.693 0.215 -0.476 2.213 0.451 0.105 0.219
H -0.621 -1.883 -0.100 -0.547 -1.673 1.820 0.248
H 0.943 -1.072 -0.809 -1.173 -1.793 0.465 0.204
H -2.854 -1.334 -1.932 -0.070 0.628 0.376 0.210
H 1.474 -1.501 -2.914 -2.949 -0.645 -0.954 0.204
H -3.486 -2.148 -3.980 0.983 -0.386 -0.756 0.231
H 0.697 -1.965 -5.257 -0.970 -0.977 1.093 0.225
H -0.598 -4.076 -6.362 -3.471 4.052 0.920 0.414
H -0.251 2.458 0.359 0.060 -0.686 1.637 0.474
H -0.961 1.334 3.141 0.421 2.296 -1.351 0.302
H 0.999 2.308 4.542 -0.153 -0.167 -1.616 0.242
H 1.827 2.406 2.844 -0.206 2.548 0.449 0.212
H 2.640 0.422 3.992 2.130 1.104 0.630 0.217
H 1.166 -0.081 3.815 0.385 -0.280 -1.554 0.216
H 3.298 -2.109 1.215 1.711 -0.948 -1.445 0.213
H 3.395 -1.814 3.049 0.757 0.217 0.094 0.220
H 1.896 -2.213 2.162 0.821 0.092 0.335 0.222
H -2.335 4.583 4.029 5.142 -1.568 -0.005 0.490
N -0.064 1.308 -1.296 -4.593 1.627 -1.637 -0.891
N -0.299 1.858 1.227 1.016 2.253 0.222 -0.636
O -0.720 -0.124 2.122 0.554 -0.345 -3.593 -0.708
O -1.593 -2.905 -6.078 3.436 -4.149 0.452 -0.612
O -1.514 4.199 1.727 1.472 -2.329 5.222 -0.639
O -0.955 3.998 4.018 -6.045 2.333 0.005 -0.622
S 2.328 0.063 1.552 1.209 -1.055 2.530 0.095
```
Positions in Å, forces in eV/Å.

Properties
- ΔE to the lowest compared entry with this formula, charge and spin: 1267.2 kJ/mol
- Kohn-Sham gap: 7.15 eV
- HOMO: -8.446 eV